Record 1
Below is a cluster of 5 separate species, C37H44F32O7Si in total, with properties calculated with wB97M-V/def2-TZVPD.

```
121
Properties=species:S:1:pos:R:3:forces:R:3:lowdin_charge:R:1
C -3.5887 1.6492 -0.1386 0.2 -0.5 0.2 -0.171
Si -3.5744 0.2768 1.1442 -1.0 0.0 0.1 0.593
C -5.3909 -0.1841 1.4574 1.0 0.0 -0.1 -0.169
C -2.8506 0.7884 2.7990 0.3 0.4 -0.1 -0.257
C -1.4082 1.3225 2.7372 0.0 -0.7 0.1 -0.253
C -0.6147 1.1525 4.0451 0.9 0.5 -0.2 -0.195
C -0.2975 2.4689 4.8007 -0.8 -0.6 0.2 -0.169
C -0.8372 2.5078 6.2529 0.2 1.0 -0.6 -0.211
C 0.2371 2.8171 7.2814 0.0 -0.7 0.5 -0.200
C 1.2275 1.6664 7.5412 -0.1 0.0 0.4 -0.163
C 0.6017 0.2786 7.5698 0.8 0.2 -0.1 -0.125
O 1.6390 -0.7338 7.3778 0.3 -0.2 0.7 -0.032
C 2.1025 -1.2448 8.5468 -0.9 -2.7 1.2 -0.554
O 1.6917 -2.3051 9.0195 1.1 2.8 -1.3 0.137
O 3.1256 -0.5317 9.1360 -0.7 0.1 -0.6 0.103
C -2.7749 -1.2888 0.4602 -0.5 1.7 0.9 -0.252
C -3.0578 -1.6918 -0.8122 -0.8 0.6 -1.0 -0.111
C -2.4707 -2.8000 -1.3359 -0.3 -0.5 -1.2 -0.092
C -1.5988 -3.5216 -0.5792 0.6 -1.3 -0.9 -0.098
C -1.3191 -3.1399 0.6879 1.1 -0.6 1.3 -0.095
C -1.9073 -2.0330 1.2144 0.0 0.6 0.9 -0.098
H -4.0999 2.5443 0.2090 0.1 0.1 0.1 0.040
H -2.6011 1.9017 -0.5152 0.1 0.1 0.0 0.032
H -4.1640 1.2745 -0.9823 -0.1 0.0 -0.2 0.014
H -5.7952 -0.5444 0.5141 -0.3 0.0 0.0 0.025
H -5.9583 0.6589 1.8408 -0.2 0.0 0.0 0.026
H -5.3887 -1.0097 2.1673 -0.2 0.0 0.1 0.028
H -2.8894 -0.0468 3.4994 -0.1 -0.2 0.0 0.071
H -3.5017 1.5538 3.2291 -0.1 0.0 0.0 0.081
H -0.8687 0.7709 1.9658 0.0 0.0 -0.2 0.093
H -1.3930 2.3645 2.4283 -0.1 0.1 -0.1 0.101
H 0.3436 0.7063 3.7795 0.1 -0.2 0.0 0.094
H -1.0920 0.4343 4.7070 -0.3 -0.1 0.0 0.089
H -0.7762 3.2738 4.2502 0.1 0.2 -0.1 0.097
H 0.7706 2.6668 4.7949 0.2 0.0 0.0 0.104
H -1.5651 3.3164 6.3043 -0.2 0.0 0.1 0.106
H -1.3975 1.6063 6.4779 0.0 -0.1 0.2 0.094
H -0.2470 3.0578 8.2281 -0.1 0.1 0.1 0.108
H 0.8193 3.6939 7.0075 -0.1 0.2 -0.2 0.113
H 2.0724 1.6608 6.8582 -0.1 0.0 -0.4 0.119
H 1.6592 1.8341 8.5276 0.2 0.1 0.0 0.103
H 0.1342 0.0949 8.5350 -0.4 -0.1 -0.1 0.141
H -0.0889 0.1069 6.7576 -0.1 -0.1 0.0 0.106
H 2.7561 -0.0406 9.8816 0.2 -0.2 0.2 0.123
H -3.7424 -1.1258 -1.4304 -0.1 0.1 0.0 0.103
H -2.6975 -3.1221 -2.3406 0.0 0.0 -0.2 0.107
H -1.1327 -4.4016 -0.9957 0.1 -0.1 0.0 0.109
H -0.6188 -3.6873 1.3002 0.1 -0.2 0.0 0.107
H -1.7019 -1.7195 2.2279 0.2 -0.1 0.2 0.099
F 2.8456 -4.2239 5.2006 0.3 0.0 -0.2 0.103
C 2.3589 -2.9962 4.9350 -0.5 0.0 0.4 -0.295
F 1.1119 -3.1687 4.4271 0.1 0.2 -0.2 0.093
C 3.2128 -2.2332 3.9217 0.4 -0.3 -0.4 -0.425
F 3.1898 -2.8592 2.7231 -0.2 0.0 0.2 0.113
F 2.5981 -1.0274 3.7546 0.0 0.0 0.2 0.104
C 4.6741 -1.9211 4.2929 0.5 0.4 0.2 -0.028
O 5.7009 -2.7579 3.7711 -0.5 -0.5 -0.1 0.041
C 6.0997 -3.9274 4.3802 -0.1 0.8 0.2 -0.534
F 5.5733 -4.0598 5.6110 -0.1 -0.1 -0.2 0.155
F 7.4412 -3.8482 4.5385 0.0 -0.1 -0.1 0.142
C 5.8322 -5.1491 3.4923 0.0 -0.3 -0.3 -0.285
F 4.5262 -5.2502 3.1753 -0.1 0.1 0.1 0.100
F 6.1884 -6.2721 4.1564 0.0 0.1 0.1 0.102
H 2.2701 -2.4385 5.8693 0.0 0.1 0.0 0.151
H 4.8766 -0.9612 3.8196 -0.1 0.0 -0.1 0.149
H 4.7908 -1.7492 5.3633 -0.1 -0.3 0.1 0.148
H 6.4080 -5.0766 2.5671 0.0 0.1 0.1 0.167
F -5.8042 4.5711 -3.7898 0.2 0.2 0.0 0.104
C -5.0999 3.4446 -3.5812 -0.2 -0.4 0.0 -0.299
F -5.7281 2.7528 -2.5985 0.1 0.0 0.0 0.091
C -3.6584 3.7282 -3.1473 0.3 0.6 0.3 -0.431
F -3.6396 4.3413 -1.9437 -0.2 0.0 0.0 0.128
F -3.0770 2.5036 -2.9779 -0.1 0.0 -0.3 0.091
C -2.7477 4.4940 -4.1258 0.5 0.2 -0.3 -0.033
O -2.5594 5.8966 -3.9229 -0.7 0.0 0.5 0.046
C -3.4223 6.8366 -4.4396 0.5 -0.6 -0.4 -0.537
F -4.2907 6.2942 -5.3141 -0.1 0.0 0.2 0.153
F -2.6667 7.7160 -5.1407 0.0 0.1 0.0 0.137
C -4.1273 7.6420 -3.3429 -0.1 0.2 0.3 -0.287
F -4.8198 6.8406 -2.5128 0.0 -0.2 -0.1 0.103
F -4.9982 8.5064 -3.9135 0.1 0.0 -0.1 0.099
H -5.1156 2.8388 -4.4911 0.1 0.0 0.0 0.166
H -1.7529 4.0826 -3.9568 0.0 0.0 0.1 0.153
H -2.9802 4.2699 -5.1586 -0.3 0.3 0.2 0.108
H -3.3949 8.2011 -2.7567 0.1 0.0 -0.1 0.175
F 3.8994 -5.1182 -3.3220 0.0 0.1 0.3 0.101
C 4.8321 -6.0829 -3.4054 0.1 -0.1 -0.4 -0.309
F 4.2868 -7.1143 -4.0928 0.1 0.0 0.1 0.096
C 5.2798 -6.5865 -2.0293 -0.4 0.0 0.6 -0.440
F 4.2559 -7.1958 -1.3961 -0.1 0.1 -0.1 0.136
F 6.2150 -7.5475 -2.2820 0.2 0.1 -0.2 0.102
C 5.9530 -5.5851 -1.0702 0.5 0.2 0.3 -0.037
O 5.1776 -4.9869 -0.0362 -0.6 -0.2 -0.4 0.029
C 4.4363 -3.8334 -0.2343 0.9 -0.2 -0.1 -0.524
F 4.7302 -3.2618 -1.4194 -0.2 -0.1 -0.1 0.150
F 4.8321 -2.9628 0.7168 -0.1 0.0 -0.1 0.141
C 2.9295 -4.0764 -0.0614 -0.4 0.0 0.2 -0.286
F 2.4974 -5.0281 -0.9128 0.2 0.0 -0.2 0.100
F 2.2539 -2.9372 -0.3350 0.2 0.0 0.0 0.101
H 5.6871 -5.7054 -3.9737 0.0 0.0 0.1 0.172
H 6.6770 -6.1859 -0.5211 -0.1 -0.1 0.0 0.146
H 6.5404 -4.8428 -1.6107 -0.2 0.1 -0.2 0.146
H 2.7022 -4.3941 0.9572 0.2 0.0 0.0 0.162
F -2.0891 3.1844 -10.9035 -0.1 -0.1 0.3 0.100
C -0.7441 3.1913 -10.9488 0.1 0.2 -0.4 -0.308
F -0.3754 2.6239 -12.1201 0.1 0.0 0.1 0.099
C -0.1195 2.3988 -9.7961 -0.3 -0.6 0.3 -0.442
F -0.4328 1.0899 -9.9017 -0.1 0.1 -0.1 0.136
F 1.2282 2.4978 -9.9741 0.0 0.2 0.0 0.105
C -0.3901 2.8747 -8.3555 0.2 0.3 0.5 -0.031
O -1.4012 2.2187 -7.5911 -0.4 -0.3 -0.6 0.049
C -2.7262 2.5843 -7.6426 0.9 0.5 0.1 -0.514
F -2.8905 3.7472 -8.2944 -0.2 -0.2 -0.1 0.160
F -3.1105 2.8161 -6.3518 -0.2 -0.5 -0.4 0.100
C -3.6284 1.4684 -8.1791 -0.2 -0.3 0.0 -0.285
F -3.2516 1.0903 -9.4113 0.1 0.2 -0.1 0.111
F -4.9004 1.9235 -8.2455 0.1 0.1 0.1 0.102
H -0.3907 4.2264 -10.9415 0.0 0.0 0.1 0.173
H 0.5237 2.6335 -7.8147 0.0 -0.1 0.0 0.149
H -0.4843 3.9590 -8.2993 -0.2 0.0 -0.2 0.146
H -3.5879 0.5993 -7.5183 0.0 0.1 0.1 0.178
```
Positions in Å, forces in eV/Å.

Total charge: 0
Total energy in eV: -148252.65424
E_LUMO in eV: 0.3
HOMO level in eV: -9.10
SMILES: C[Si](C)(CCCCCCCCOC(=O)O)c1ccccc1.FC(F)C(F)(F)COC(F)(F)C(F)F.FC(F)C(F)(F)COC(F)(F)C(F)F.FC(F)C(F)(F)COC(F)(F)C(F)F.FC(F)C(F)(F)COC(F)(F)C(F)F

Record 2
Below is a structure of composition C37H45AsClN4O2RuS2Si, with properties calculated with wB97M-V/def2-TZVPD.

```
94
Properties=species:S:1:pos:R:3:forces:R:3:lowdin_spin:R:1
Ru -0.2759 -0.2917 0.2148 1.0 1.0 0.0 0.896
C 0.9675 -1.8609 -0.5107 0.1 0.8 -0.6 0.015
Si 1.4264 -1.4781 -2.3063 -0.7 -0.2 0.3 0.009
C 0.0561 -0.2740 -2.9122 0.6 -0.3 -0.1 0.000
N -0.1415 0.8386 -1.9762 -0.5 -0.2 0.1 -0.003
C -1.4401 1.5074 -2.2235 -0.6 0.2 0.2 0.001
C -1.3441 3.0238 -2.3207 0.1 -0.1 -0.1 0.000
C -0.4041 3.4209 -3.4547 0.0 0.1 0.1 0.000
C 0.9158 2.6395 -3.3512 0.0 -0.2 0.1 0.000
C 0.9569 1.8009 -2.0708 0.3 0.3 -0.1 0.000
C 3.2138 -0.8443 -2.4642 -0.4 -0.1 -0.1 0.001
C 4.1953 -1.4895 -1.7195 0.0 -0.1 0.1 0.000
C 5.5208 -1.1066 -1.7888 0.2 -0.1 0.0 0.000
C 5.8967 -0.0491 -2.6005 0.1 0.0 0.0 0.000
C 4.9390 0.5924 -3.3646 0.1 0.2 -0.1 0.000
C 3.6177 0.1852 -3.3098 -0.1 -0.1 0.0 0.000
C 1.3262 -2.9833 -3.4633 0.2 0.5 0.3 0.002
C 2.4251 -3.3944 -4.2125 0.0 0.1 0.0 0.000
C 2.3323 -4.4589 -5.0911 0.1 -0.1 -0.1 0.000
C 1.1335 -5.1370 -5.2331 0.0 0.0 0.0 0.000
C 0.0327 -4.7510 -4.4845 -0.1 -0.1 0.0 0.000
C 0.1330 -3.6858 -3.6075 0.0 0.1 0.1 0.000
H 1.8478 -2.0205 0.1076 0.1 0.0 0.1 0.002
H 0.3459 -2.7589 -0.4460 -0.1 0.1 0.0 0.005
H -0.8663 -0.8589 -2.9218 0.1 -0.1 0.0 0.000
H 0.2067 0.0897 -3.9374 0.0 0.0 -0.1 0.000
H -2.1274 1.2365 -1.4181 0.0 0.0 -0.3 0.000
H -1.8650 1.1187 -3.1546 -0.1 0.0 0.0 0.000
H -0.9905 3.4373 -1.3713 -0.1 0.0 0.0 0.000
H -2.3408 3.4266 -2.5048 -0.1 0.0 0.1 0.000
H -0.2142 4.4944 -3.4164 0.0 0.0 -0.1 0.000
H -0.8880 3.2049 -4.4096 0.0 0.1 0.0 0.000
H 1.7750 3.3123 -3.3329 0.0 0.0 -0.1 0.000
H 1.0269 1.9916 -4.2247 0.1 0.1 0.0 0.000
H 0.9201 2.4765 -1.2143 0.1 -0.2 -0.1 0.000
H 1.9035 1.2676 -2.0087 -0.1 0.1 0.2 0.000
H 3.9094 -2.3119 -1.0804 0.0 -0.1 0.2 0.000
H 6.2649 -1.6319 -1.2074 0.1 -0.1 0.1 0.000
H 6.9282 0.2693 -2.6413 0.1 0.0 0.0 0.000
H 5.2206 1.4136 -4.0073 0.0 0.1 -0.1 0.000
H 2.8944 0.6786 -3.9401 -0.1 0.1 -0.1 0.000
H 3.3613 -2.8656 -4.1080 0.1 0.0 -0.1 0.000
H 3.1944 -4.7611 -5.6691 0.1 0.0 0.0 0.000
H 1.0556 -5.9646 -5.9231 0.0 -0.1 -0.1 0.000
H -0.9036 -5.2802 -4.5886 -0.1 0.0 0.0 0.000
H -0.7281 -3.3870 -3.0267 -0.2 0.0 0.1 0.000
S -0.3847 -1.3298 4.5963 0.3 0.1 -0.3 -0.003
C 1.1971 -1.7537 4.0651 -0.5 0.2 0.1 0.000
C 1.3962 -1.4802 2.7453 0.3 -0.2 0.3 -0.002
C 0.2786 -0.8915 2.1095 -2.3 0.0 -0.6 -0.014
C -0.7754 -0.7379 2.9989 1.1 -0.6 0.7 -0.003
C -2.0656 -0.2212 2.6878 -0.6 0.2 -0.4 0.000
C -3.1261 -0.2014 3.6084 0.2 0.1 -0.1 0.001
C -4.3671 0.2331 3.2115 0.1 0.1 -0.4 0.000
C -4.5418 0.6281 1.8805 0.0 0.0 0.3 0.002
C -3.4469 0.6180 1.0417 -0.3 0.2 -0.2 0.004
N -2.2328 0.2383 1.4230 0.7 -0.5 0.6 0.025
H 1.8847 -2.1766 4.7732 0.2 -0.1 0.1 0.000
H 2.3374 -1.6853 2.2599 0.0 0.0 0.0 0.000
H -2.9450 -0.5484 4.6136 -0.1 0.0 0.1 0.000
H -5.1886 0.2699 3.9119 -0.1 -0.1 0.0 0.000
H -5.5044 0.9509 1.5173 -0.1 0.0 -0.1 0.000
H -3.5524 0.9400 0.0125 0.1 -0.1 0.0 0.000
Cl -4.3331 -2.4536 -2.2910 -0.3 0.0 -0.4 0.000
C -3.7560 -2.8019 -0.6585 0.4 0.2 0.3 -0.001
C -2.4424 -2.0619 -0.3406 -0.6 -1.2 0.5 0.000
O -1.8512 -2.4038 0.6888 -0.4 -0.4 0.0 0.006
O -2.0768 -1.1508 -1.1110 1.0 0.7 0.1 -0.015
H -3.6168 -3.8783 -0.5677 0.0 0.2 0.1 0.000
H -4.5171 -2.4675 0.0507 0.1 -0.1 -0.1 0.000
S 2.5870 0.6933 0.7860 0.9 0.4 -0.2 0.023
C 3.9261 1.5958 0.2214 -1.4 -3.3 1.9 0.009
N 5.1429 0.9921 0.4802 2.2 2.1 -0.6 0.004
C 6.3233 1.6626 0.2184 -2.0 -0.7 0.2 0.001
C 6.2443 2.8983 -0.3632 0.5 0.1 0.0 0.001
C 4.9812 3.4244 -0.6480 -1.8 -1.5 0.8 0.000
N 3.8349 2.7658 -0.3339 2.1 3.1 -1.8 0.002
H 5.1378 0.0925 0.9344 -0.2 -0.1 -0.1 0.000
H 7.2418 1.1708 0.4910 0.1 -0.1 0.0 0.000
H 7.1428 3.4531 -0.5841 0.0 0.0 0.0 0.000
H 4.8517 4.3909 -1.1093 0.0 0.1 -0.1 0.000
C -1.8018 3.4264 1.6574 0.1 -0.1 -0.1 0.001
As -0.1468 2.3774 1.3287 -0.1 0.7 0.2 0.019
C 0.4061 2.2888 3.1999 0.1 0.0 0.1 0.006
C 0.9660 3.9551 0.8604 0.0 -0.2 -0.1 0.005
H -1.5550 4.3039 2.2550 0.1 0.0 0.0 0.000
H -2.5368 2.8328 2.1966 0.0 -0.1 0.0 0.000
H -2.2521 3.7584 0.7225 0.0 0.0 -0.1 0.000
H 0.4856 3.3000 3.6040 0.0 0.0 -0.1 0.001
H 1.3763 1.7984 3.2681 0.0 -0.1 0.0 0.000
H -0.3104 1.7247 3.7947 0.0 0.0 -0.1 0.000
H 0.9815 4.6429 1.7064 -0.1 -0.1 0.0 0.001
H 0.5614 4.4810 -0.0069 -0.1 -0.1 0.0 0.000
H 1.9858 3.6464 0.6315 -0.2 0.0 0.0 0.000
```
Positions in Å, forces in eV/Å.

Total charge: 0
2S+1: 2
Total energy in eV: -154644.46412
E_LUMO (alpha / beta) in eV: -1.1 / -1.1
Energy above the lowest of the compared OMol25 structures with the same formula, charge and spin in eV: 2.628
HOMO level (alpha / beta) in eV: -7.02 / -6.81